Density functional theory data (ωB97M-V with the def2-TZVPD basis set) for a structure of composition C18H27Cl2N2O4Ti in a non-equilibrium geometry.

Last column: Löwdin charge in e.
Cartesian coordinates (Å):
O 0.191 0.057 -1.864  -0.3323
C -0.763 0.310 -2.856  -0.3451
C -0.477 1.603 -3.584  -0.1808
C 0.386 2.553 -3.048  -0.0623
H 0.880 2.325 -2.116  0.0296
C 0.618 3.755 -3.702  -0.0807
H 1.284 4.489 -3.262  0.1007
C -0.002 4.021 -4.915  -0.1003
H 0.176 4.958 -5.427  0.0959
C -0.848 3.069 -5.470  -0.0891
H -1.330 3.262 -6.421  0.0976
C -1.083 1.874 -4.806  -0.0387
H -1.748 1.136 -5.239  0.1165
H -0.747 -0.490 -3.605  0.1417
C -2.573 -1.122 -1.872  -0.1378
C -2.134 0.270 -2.194  -0.4129
H -3.653 -1.236 -1.826  0.0829
H -2.145 -1.444 -0.925  -0.0042
H -2.199 -1.817 -2.627  0.0832
C -2.814 1.384 -1.912  -0.2615
C -4.134 1.501 -1.230  -0.1853
H -2.383 2.328 -2.226  0.1214
H -4.898 1.966 -1.847  0.0747
H -4.048 2.091 -0.314  0.0579
H -4.507 0.520 -0.923  0.0500
Ti 0.000 0.000 0.000  0.4470
Cl 0.591 2.208 0.408  0.1762
Cl -2.270 0.449 0.124  0.4927
H 4.622 1.356 -2.768  0.0919
H 4.957 1.692 -0.084  0.0957
C 3.577 1.360 -2.464  -0.0277
C 3.878 1.550 -0.024  -0.0474
N 3.431 0.758 -1.156  -0.1589
H 2.996 0.809 -3.198  0.0974
C 2.719 -0.348 -0.989  -0.2937
O 2.029 -0.621 0.009  -0.1246
H 3.609 1.050 0.898  0.0902
H 2.803 -1.057 -1.823  0.1512
H 3.221 2.390 -2.434  0.0913
H 3.381 2.516 -0.047  0.0628
H -0.595 -5.345 0.609  0.1008
H 1.298 -5.739 -1.324  0.0976
C -1.031 -4.768 -0.206  -0.0126
C 0.775 -4.966 -1.886  -0.0292
N 0.006 -4.131 -0.988  -0.1572
H -1.694 -4.014 0.206  0.0963
C 0.184 -2.810 -0.942  -0.2438
O -0.387 -2.069 -0.124  -0.1270
H 1.496 -4.349 -2.409  0.0895
H 0.859 -2.404 -1.693  0.1376
H -1.625 -5.432 -0.834  0.0971
H 0.118 -5.448 -2.611  0.0968
O 0.000 0.000 3.218  0.0557
C 0.000 0.000 2.000  -0.1669

Values from the calculation:
* charge: 0
* E_HOMO (alpha / beta): -0.2273 / -0.2370 Eh
* molar mass: 454.197 g mol⁻¹
* F_max: 0.2039 Eh/bohr
* multiplicity: 2
* DFT total energy: -2882.42703 hartree

Density functional theory data (ωB97M-V with the def2-TZVPD basis set) for a structure of composition C18H27Cl5MnO3SSe2SiTe2.

Last column: Löwdin charge in e.
Cartesian coordinates (Å):
Mn 0.260 0.562 0.566  -0.2330
Se -0.062 -0.907 2.403  -0.1101
Te -2.353 -0.438 3.325  0.1001
Te -1.859 2.178 3.632  0.0933
Se -0.873 2.511 1.322  -0.0674
Cl 1.376 3.975 -1.020  0.6760
C 0.765 2.637 -1.948  -0.6786
C 0.314 1.503 -1.307  -0.3787
C -0.151 0.501 -2.125  -0.6424
Cl -0.743 -0.946 -1.264  0.6865
C -0.183 0.541 -3.510  -0.7056
Cl -0.785 -0.792 -4.420  0.6728
C 0.284 1.694 -4.128  -0.7015
Cl 0.272 1.808 -5.851  0.6583
C 0.757 2.748 -3.343  -0.6890
Cl 1.325 4.185 -4.119  0.6566
C 3.374 -1.978 3.862  -0.0353
C 3.689 -0.574 4.359  -0.6451
C 2.728 -0.168 5.459  -0.0283
C 5.127 -0.494 4.848  -0.0290
O 3.486 0.382 3.309  -0.1605
Si 3.966 0.474 1.743  -0.1067
S 2.477 -0.087 0.396  0.4003
O 4.465 2.017 1.438  -0.1547
C 4.266 3.245 2.160  -0.6401
C 2.815 3.374 2.610  -0.0355
C 4.623 4.351 1.186  -0.0344
C 5.200 3.266 3.360  -0.0247
O 5.270 -0.515 1.571  -0.1603
C 6.330 -0.547 0.612  -0.6565
C 7.456 0.332 1.137  -0.0269
C 5.872 -0.056 -0.755  -0.0497
C 6.771 -1.996 0.528  -0.0347
H 3.479 -2.697 4.680  0.0881
H 4.054 -2.263 3.054  0.0810
H 2.354 -2.020 3.483  0.0268
H 2.821 -0.839 6.318  0.0867
H 1.701 -0.209 5.088  0.0708
H 2.941 0.853 5.785  0.0868
H 5.295 -1.227 5.643  0.0856
H 5.340 0.504 5.241  0.0773
H 5.821 -0.697 4.029  0.0748
H 2.141 3.280 1.758  0.0283
H 2.653 4.349 3.080  0.0935
H 2.555 2.592 3.328  0.0806
H 3.945 4.328 0.330  0.0542
H 5.646 4.216 0.825  0.0848
H 4.546 5.329 1.670  0.0866
H 4.956 2.447 4.040  0.0671
H 5.104 4.211 3.903  0.0869
H 6.237 3.152 3.035  0.0836
H 7.092 1.354 1.274  0.0755
H 8.295 0.348 0.435  0.0849
H 7.811 -0.043 2.100  0.0847
H 5.528 0.981 -0.705  0.0806
H 5.043 -0.663 -1.125  0.0698
H 6.705 -0.118 -1.460  0.0866
H 7.079 -2.352 1.514  0.0843
H 7.611 -2.104 -0.165  0.0846
H 5.943 -2.616 0.179  0.0903

Values from the calculation:
* ΔE to the lowest compared entry with this formula, charge and spin: 17.9 kcal/mol
* charge: -1
* E_HOMO (alpha / beta): -0.1634 / -0.1674 Eh
* molar mass: 996.887 g mol⁻¹
* F_max: 0.0185 Eh/bohr
* multiplicity: 5
* DFT total energy: -10406.72228 hartree

Density functional theory data (ωB97M-V with the def2-TZVPD basis set) for a structure of composition C18H27ClLaNO4P2 in a non-equilibrium geometry.

Last column: Löwdin charge in e.
Cartesian coordinates (Å):
La 0.433 0.800 -0.114  1.8599
P -0.119 -1.506 -2.639  0.9435
C -1.905 -1.677 -2.276  -0.2278
C -2.665 -0.960 -1.144  -0.2835
N -2.191 -0.005 -0.291  0.0064
C -3.032 0.400 0.727  -0.2853
C -4.327 -0.102 0.879  0.0076
C -4.786 -1.059 -0.011  0.0058
C -3.945 -1.471 -1.016  -0.0242
C -2.534 1.322 1.859  -0.2940
P -1.207 2.588 1.460  0.7523
H -4.231 -2.217 -1.746  0.1318
H -4.947 0.226 1.715  0.1376
H -5.794 -1.436 0.043  0.1335
H -3.355 1.931 2.276  0.1020
H -2.125 0.711 2.690  0.1058
H -2.446 -1.631 -3.219  0.1116
H -1.986 -2.754 -2.008  0.1172
H -1.264 2.431 -4.892  0.0215
O -2.164 2.165 -5.077  -0.0512
H -2.651 2.407 -4.275  0.0341
H 0.384 -0.117 -2.516  0.0318
O 1.212 2.126 -1.498  -0.5648
H 1.446 2.934 -2.011  0.0340
C -2.238 3.871 0.675  -0.2646
H -2.920 4.348 1.407  0.0686
H -1.560 4.635 0.253  0.0587
H -2.820 3.439 -0.159  0.0519
C -0.841 3.378 3.071  -0.2487
H 0.061 3.996 2.935  0.0596
H -1.671 4.020 3.411  0.0651
H -0.616 2.610 3.827  0.0568
C 0.604 -2.902 -1.755  -0.1884
H 0.689 -3.852 -2.319  0.1001
H 1.593 -2.657 -1.353  0.0610
H -0.014 -3.171 -0.885  0.0762
C 0.219 -1.732 -4.400  -0.1965
H 1.322 -1.720 -4.529  0.0861
H -0.154 -2.695 -4.807  0.0899
H -0.215 -0.909 -5.003  0.0783
Cl 7.345 -2.279 4.121  0.7535
C 5.992 -1.720 3.265  -0.6705
C 6.051 -0.483 2.598  -0.0675
C 4.927 -0.040 1.907  0.0063
C 3.788 -0.851 1.869  -0.1707
C 3.706 -2.064 2.542  -0.0093
C 4.825 -2.513 3.246  -0.0726
C 2.580 -0.409 1.160  -0.5965
O 2.546 0.835 0.835  -0.2112
O 1.586 -1.177 0.874  -0.2027
H 6.952 0.122 2.629  0.1161
H 4.914 0.918 1.394  0.1254
H 2.771 -2.636 2.500  0.1250
H 4.780 -3.467 3.774  0.1149

Values from the calculation:
* ΔE to the lowest compared entry with this formula, charge and spin: 0.0 kcal/mol
* charge: +2
* E_HOMO: -0.4844 Eh
* molar mass: 557.724 g mol⁻¹
* F_max: 0.0558 Eh/bohr
* DFT total energy: -2231.87379 hartree

Density functional theory data (ωB97M-V with the def2-TZVPD basis set) for an isolated molecule of C18H27F5O4S in a non-equilibrium geometry.

Last column: Löwdin charge in e.
Cartesian coordinates (Å):
C 3.269 0.973 3.896  0.0184
C 2.950 1.945 2.901  -0.0954
C 2.638 2.976 1.627  -0.1913
C 2.885 2.106 0.260  -0.2182
C 1.565 1.952 -0.709  -0.1704
C 0.821 0.493 -0.632  -0.2505
C -0.818 0.816 -0.705  -0.0986
C -1.638 -0.292 -1.631  -0.3062
C -3.293 -0.098 -1.479  -0.1332
C -3.755 -0.850 -0.096  -0.1866
C -5.215 -0.310 0.465  -0.0838
C -4.972 0.837 1.638  -0.1856
F -4.288 2.005 1.032  0.0008
F -4.103 0.332 2.766  -0.0152
C -6.436 1.220 2.342  -0.1374
F -7.555 1.243 1.366  0.0342
F -6.724 0.141 3.358  0.0092
F -6.356 2.489 3.148  0.0203
O -1.377 -0.106 -3.095  -0.2566
S 0.305 -0.088 -3.407  0.8514
O 0.658 1.329 -3.918  -0.3616
O 0.725 -1.079 -4.560  -0.3778
C 1.242 -0.566 -1.812  -0.2597
C 2.854 -0.737 -2.051  -0.1321
C 3.468 -2.204 -1.657  -0.1898
O 2.865 -2.839 -0.474  -0.2388
C 3.150 -2.088 0.762  -0.2332
C 3.843 -3.191 1.807  -0.0959
H 3.521 -0.100 4.352  0.0485
H 3.480 3.802 1.683  0.1146
H 1.579 3.471 1.691  0.1124
H 3.383 1.047 0.479  0.0908
H 3.703 2.692 -0.383  0.1229
H 1.871 2.280 -1.812  0.1289
H 0.799 2.793 -0.349  0.1183
H 1.045 -0.003 0.426  0.1430
H -1.290 0.928 0.379  0.1366
H -0.920 1.846 -1.300  0.1380
H -1.395 -1.373 -1.253  0.1510
H -3.853 -0.571 -2.400  0.1345
H -3.512 1.073 -1.411  0.1352
H -3.887 -2.015 -0.314  0.1319
H -2.923 -0.719 0.744  0.1210
H -5.808 0.170 -0.423  0.1389
H -5.825 -1.203 0.969  0.1500
H 0.803 -1.641 -1.532  0.1532
H 3.526 0.071 -1.537  0.1093
H 3.029 -0.606 -3.225  0.1365
H 4.615 -2.022 -1.383  0.1392
H 3.497 -2.905 -2.617  0.1480
H 3.807 -1.131 0.610  0.1133
H 2.093 -1.834 1.252  0.1231
H 4.990 -3.004 1.958  0.0741
H 3.298 -3.163 2.866  0.0785
H 3.663 -4.289 1.392  0.0918

Values from the calculation:
* ΔE to the lowest compared entry with this formula, charge and spin: 299.9 kcal/mol
* SMILES: C#CCCC[C@H]1C[C@@H](CCCC(F)(F)C(F)(F)F)OS(=O)(=O)[C@H]1CCOCC
* charge: 0
* E_HOMO: -0.3523 Eh
* molar mass: 434.467 g mol⁻¹
* F_max: 0.1934 Eh/bohr
* DFT total energy: -1900.00118 hartree